# 1
Density functional theory data (the ωB97M-V functional and the def2-TZVPD basis) for a molecular structure, C39H53F3MnO4Sb3.

The geometry in XYZ format:
```
103
Properties=species:S:1:pos:R:3:forces:R:3
Sb 1.123 -3.842 -1.851 0.320 -0.503 -0.144
Sb -1.011 2.782 2.263 -0.049 0.545 0.796
Sb -0.484 -0.078 -3.017 -0.129 0.042 -0.916
Mn -0.465 0.457 -0.076 -0.099 0.027 -0.124
F -3.874 1.104 7.563 -0.032 0.000 0.046
F -2.774 8.773 2.450 -0.027 0.057 0.017
F 5.052 3.186 3.722 0.066 0.012 0.030
O -1.703 -1.479 0.326 -0.003 0.566 -0.015
O 1.681 -0.436 0.103 -0.436 0.415 0.064
O -1.139 1.969 -1.071 0.322 -0.727 -0.015
O -0.120 -0.238 2.280 0.145 -0.138 -0.420
C 0.565 1.593 -3.867 -0.022 -0.138 0.205
C -3.066 -1.065 0.150 -0.087 -0.075 -0.062
C 1.533 2.503 4.105 0.010 0.031 -0.043
C 1.895 -1.213 1.276 -0.174 -0.345 0.127
C 3.350 -0.867 -6.103 0.107 0.043 -0.021
C -1.951 3.106 -1.105 -0.208 0.231 0.279
C -1.972 2.304 4.133 0.182 -0.116 -0.425
C 2.012 -0.711 -5.794 -0.049 -0.093 0.038
C -1.100 7.178 2.841 0.010 0.101 0.029
C -0.129 -1.393 -4.763 -0.031 -0.057 0.562
C -1.445 -2.160 1.551 0.241 -0.017 0.150
C -1.557 4.862 2.353 0.150 -0.310 -0.205
C -3.101 1.491 4.071 0.058 0.016 0.035
C 1.298 -1.675 -5.075 0.381 -0.207 -0.019
C -2.379 7.494 2.425 0.068 -0.166 -0.001
C 3.268 -3.909 -1.580 -0.191 0.061 -0.009
C 4.010 -2.021 -5.712 0.040 0.014 -0.056
C 1.964 -2.867 -4.704 -0.048 0.308 -0.188
C 1.909 3.632 2.023 -0.022 0.017 0.054
C -3.264 6.529 1.980 -0.088 0.040 -0.006
C 1.249 -0.595 2.501 0.145 0.112 -0.060
C -3.395 2.758 -0.731 0.359 0.027 -0.040
C -1.905 3.802 -2.462 0.118 -0.174 0.206
C -2.468 0.307 -3.787 0.146 -0.059 0.290
C 3.738 3.149 3.469 -0.140 -0.015 -0.038
C 3.269 3.696 2.289 0.052 0.037 -0.077
C 3.314 -3.007 -5.037 -0.054 0.006 0.053
C 2.655 0.596 -0.113 0.144 0.039 -0.139
C -3.756 1.079 5.223 -0.064 0.008 0.060
C -2.840 5.211 1.942 0.042 -0.024 0.019
C 2.892 2.556 4.387 0.024 -0.040 0.066
C -0.693 5.853 2.802 -0.015 -0.041 0.010
C -2.175 2.354 6.538 0.032 0.065 0.072
C -3.268 1.512 6.441 0.062 -0.023 -0.132
C 1.025 3.042 2.926 -0.315 -0.262 -0.185
C -1.533 2.753 5.375 -0.087 0.015 0.002
C 1.294 -4.016 -4.023 -0.210 0.254 0.254
C -1.112 -1.189 2.673 -0.141 -0.005 -0.118
C 0.841 -5.992 -1.695 -0.058 0.262 0.070
H -2.405 0.918 -4.687 0.077 0.006 0.006
H 3.293 2.140 5.302 0.037 0.024 -0.005
H -3.497 1.192 3.105 0.008 -0.089 0.027
H 1.629 -6.517 -2.231 0.046 0.084 -0.033
H -3.810 2.054 -1.453 -0.064 -0.001 -0.017
H -0.441 7.961 3.192 -0.013 0.018 -0.014
H 2.965 -1.341 1.458 0.010 0.002 -0.044
H -2.226 3.113 -3.244 -0.041 0.046 -0.057
H -0.784 -1.740 3.557 -0.010 0.035 0.023
H 0.308 5.598 3.129 -0.004 0.050 0.008
H 1.489 0.176 -6.133 0.008 -0.018 0.001
H -3.152 -0.722 -0.880 -0.024 0.041 0.033
H 1.875 -4.926 -4.168 -0.042 -0.034 -0.009
H -3.334 -0.249 0.829 0.022 -0.026 0.009
H -4.262 6.813 1.673 0.010 0.029 -0.008
H -1.982 -0.593 2.944 -0.042 -0.025 0.046
H 0.042 1.965 -4.747 -0.029 -0.030 -0.007
H 1.753 0.335 2.753 0.034 0.069 0.095
H -0.117 -6.235 -2.153 -0.010 -0.043 0.036
H -1.585 3.833 -0.357 -0.060 -0.028 -0.079
H 3.962 4.150 1.593 0.013 0.023 0.033
H -3.078 0.818 -3.048 -0.013 0.035 -0.006
H 3.821 -3.929 -4.779 -0.010 0.000 0.015
H 0.834 -6.334 -0.661 -0.030 0.065 -0.005
H -0.896 4.144 -2.691 0.019 -0.007 -0.015
H 1.330 -1.282 3.346 0.015 0.040 0.023
H 1.566 1.272 -4.152 -0.013 0.021 0.035
H -1.840 2.686 7.511 -0.031 0.006 0.009
H -2.308 -2.766 1.837 0.011 -0.036 -0.041
H 3.661 0.174 -0.071 -0.036 -0.036 -0.017
H -4.626 0.437 5.190 -0.027 0.038 0.011
H 2.565 1.400 0.618 -0.019 -0.009 0.071
H 3.874 -0.099 -6.656 -0.022 0.000 -0.028
H 1.533 4.057 1.097 0.048 0.008 -0.022
H -0.598 -0.824 -5.565 -0.027 -0.027 -0.037
H -0.710 -2.298 -4.592 -0.065 0.003 -0.026
H 2.474 0.987 -1.114 -0.001 0.007 0.031
H 0.283 -4.190 -4.390 -0.009 -0.029 -0.065
H 0.627 2.379 -3.120 -0.032 0.030 0.015
H 3.703 -2.968 -1.915 0.021 0.000 0.013
H -4.013 3.656 -0.719 -0.086 -0.049 0.032
H -3.740 -1.908 0.308 0.038 -0.013 -0.005
H -0.697 3.438 5.443 0.002 -0.009 0.045
H 5.051 -2.168 -5.967 0.009 -0.002 0.029
H -2.935 -0.644 -4.042 0.033 -0.016 0.010
H -3.414 2.288 0.257 -0.101 0.019 0.011
H 1.464 -2.193 1.069 0.055 0.007 -0.106
H 3.538 -4.084 -0.539 -0.046 0.030 0.016
H -0.604 -2.823 1.349 -0.065 -0.036 -0.032
H -3.524 4.446 1.589 -0.040 0.058 -0.006
H 0.870 2.023 4.813 0.051 -0.039 0.013
H -2.566 4.670 -2.450 -0.013 0.010 -0.079
H 3.670 -4.720 -2.185 0.010 -0.014 -0.015
```
Forces are in eV/Å.

Properties
HOMO energy (spin up / spin down): -10.1 / -10.1 eV
<S²>: 8.76
Energy above the lowest of the compared OMol25 structures with the same formula, charge and spin: 10.8 kcal per mole
Lowest unoccupied orbital energy (spin up / spin down): -1.933 / -2.242 eV
Gap between HOMO and LUMO (spin up / spin down): 8.2 / 7.9 eV
Spin multiplicity: 6
Charge: +1
Total energy: -3989.89660 a.u.

***

# 2
Density functional theory data (the ωB97M-V functional and the def2-TZVPD basis) for 3 unconnected molecules or ions with the total composition H5O3.

The geometry in XYZ format:
```
8
Properties=species:S:1:pos:R:3:forces:R:3
O -0.880 -0.656 0.493 0.106 0.135 -0.058
O -0.145 0.467 -1.829 -0.026 0.245 0.219
O 1.466 0.199 1.383 -0.091 0.146 0.233
H -0.006 -0.301 -1.236 -0.077 -0.232 0.091
H -0.753 0.884 -1.194 0.010 0.024 -0.280
H 0.563 -0.217 1.338 0.022 -0.154 -0.317
H -1.636 -1.232 0.362 0.014 -0.072 0.141
H 1.392 0.856 0.683 0.042 -0.092 -0.030
```
Forces are in eV/Å.

Properties
HOMO energy: -3.7 eV
Energy above the lowest of the compared OMol25 structures with the same formula, charge and spin: 7.6 kcal per mole
Lowest unoccupied orbital energy: 5.092 eV
Gap between HOMO and LUMO: 8.8 eV
Charge: -1
Total energy: -228.73882 a.u.

***

# 3
Density functional theory data (the ωB97M-V functional and the def2-TZVPD basis) for a molecular structure, C5H11N.

The geometry in XYZ format:
```
17
Properties=species:S:1:pos:R:3:forces:R:3
N -0.690 0.098 -0.962 0.445 -0.238 0.155
C -1.047 1.286 -0.194 0.010 0.092 0.042
C -0.701 0.007 0.479 -0.553 -0.190 0.248
C -1.585 -0.943 1.236 -0.022 0.183 -0.086
C 2.037 -0.102 -0.034 -0.125 0.051 -1.173
C 0.650 0.040 -1.473 0.656 -0.003 0.905
H 2.380 -1.126 -0.192 0.154 0.245 -0.441
H -1.209 -1.967 1.121 -0.111 0.147 0.012
H 2.753 0.641 -0.352 0.447 -0.131 -0.408
H 0.774 -0.897 -2.044 0.302 0.279 0.616
H -2.079 1.603 -0.334 0.197 -0.064 0.148
H -1.541 -0.685 2.299 -0.124 -0.081 -0.067
H 2.092 -0.027 1.112 -1.140 0.286 -1.590
H 0.340 0.007 0.770 -0.712 -0.019 0.719
H -0.310 2.089 -0.124 -0.142 -0.124 -0.063
H -2.621 -0.904 0.899 0.017 -0.021 0.021
H 0.757 0.879 -2.207 0.701 -0.415 0.962
```
Forces are in eV/Å.

Properties
HOMO energy: -8.9 eV
Energy above the lowest of the compared OMol25 structures with the same formula, charge and spin: 85.8 kcal per mole
Lowest unoccupied orbital energy: 1.054 eV
Gap between HOMO and LUMO: 9.9 eV
Total energy: -251.72588 a.u.